# 1
DFT (ωB97M-V/def2-TZVPD) results for C34H32N3OPPbSe5Te as an isolated structure.

Atoms and positions in Å:
Pb1 -0.26863 -0.52064 -0.90669
Se1 0.15199 -4.21997 -3.82589
Se2 0.49472 -4.41526 -6.19880
Te1 -0.52982 -2.05425 -6.29784
Se3 0.55676 -1.90973 -3.98044
C1 -4.42927 2.70500 -2.44965
C2 -3.01214 2.56313 -3.02557
C3 -3.08848 1.69777 -4.26958
C4 -1.92067 2.49701 -0.62104
C5 -3.14117 2.92127 0.22784
O1 -2.62662 2.73611 1.58282
C6 -1.60322 1.86171 1.52062
N1 -1.22344 1.55499 0.29380
C7 -1.11493 1.35770 2.85570
C8 -1.74190 1.97723 3.95699
C9 -1.45131 1.62851 5.27812
C10 -0.46792 0.66463 5.45948
C11 0.14058 0.04065 4.39989
C12 -0.17106 0.38037 3.07791
P1 0.58977 -0.73381 1.86119
C13 -0.00266 -2.41289 2.34780
C14 -1.16758 -2.85800 1.66958
C15 -1.75398 -4.04453 2.06500
C16 -1.26009 -4.78844 3.13306
C17 -0.07105 -4.36847 3.75276
C18 0.51649 -3.16011 3.40372
C19 2.40354 -0.75860 2.13531
C20 3.08759 -1.96362 1.96001
C21 4.44387 -2.01394 2.18600
C22 5.11997 -0.91379 2.67747
C23 4.45851 0.30174 2.81594
C24 3.08490 0.34183 2.57468
H1 -5.12292 2.92786 -3.30294
H2 -4.51701 3.54708 -1.77251
H3 -4.76090 1.77271 -2.01566
H4 -3.22142 4.35350 -4.22380
H5 -3.41431 0.64309 -4.08173
H6 -2.15701 1.61470 -4.77156
H7 -3.78441 2.08650 -5.03156
H8 -1.26724 3.34466 -0.74184
H9 -4.03483 2.30260 0.14723
H10 -3.35351 3.98489 0.10896
H11 -2.52547 2.73797 3.75459
H12 -2.01936 2.08634 6.07512
H13 -0.21130 0.46205 6.49573
H14 0.80558 -0.75244 4.56198
H15 -1.58693 -2.19317 0.88607
H16 -2.61325 -4.44709 1.48047
H17 -1.77053 -5.68112 3.47778
H18 0.37909 -4.91706 4.55667
H19 1.37931 -2.87072 3.96858
H20 2.59103 -2.84474 1.57581
H21 5.00494 -2.95148 2.06739
H22 6.18538 -1.04169 2.87962
H23 5.01856 1.19053 3.02241
H24 2.57518 1.27850 2.70465
Se4 1.82458 1.49672 -3.31218
Se5 2.30348 0.88376 -1.09200
C25 2.95825 -0.92230 -1.34824
C26 4.27446 -1.18885 -1.66051
C27 4.67302 -2.50965 -1.79189
C28 3.73848 -3.53097 -1.63998
C29 2.44562 -3.15917 -1.30036
N2 2.03926 -1.87569 -1.21012
C30 0.00321 2.23525 -3.01816
C31 -0.10871 3.50004 -3.72236
C32 -1.22841 4.17159 -3.96986
C33 -2.56595 3.97762 -3.44524
C34 -2.11853 1.85869 -1.98204
N3 -0.76101 1.49976 -2.38897
H25 5.01482 -0.38887 -1.74039
H26 5.69034 -2.83659 -1.96090
H27 4.03552 -4.56433 -1.67057
H28 1.69698 -3.92566 -1.07328
H29 0.81643 3.82473 -4.17753
H30 -1.05518 5.06533 -4.53221
H31 -2.68848 4.72629 -2.65314
H32 -2.56960 0.93530 -1.79176

Calculated values
HOMO level in eV: -11.96
2S+1: 1
Frontier orbital gap in eV: 6.0
Total charge: +2

***

# 2
DFT (ωB97M-V/def2-TZVPD) results for C34H32N4O5Sn as an isolated structure.

Atoms and positions in Å:
Sn1 -0.96734 -1.22850 0.47733
C1 -6.65314 3.70280 0.73803
O1 -7.19664 2.41230 0.93923
C2 -6.43904 1.32730 0.82193
C3 -7.13504 0.09070 0.92303
C4 -6.46484 -1.10720 0.81143
C5 -5.08504 -1.15610 0.61803
C6 -4.35674 -2.41430 0.58983
C7 -5.12344 -3.66670 0.28643
O2 -3.14504 -2.48970 0.80113
C8 -4.34144 0.10060 0.51203
O3 -3.09364 0.13020 0.32703
C9 -5.07684 1.31130 0.61403
H1 -7.45554 4.39240 0.98753
H2 -6.37474 3.84910 -0.30857
H3 -5.79174 3.89830 1.38063
H4 -8.19654 0.12240 1.10683
H5 -7.02724 -2.02350 0.91493
H6 -5.83024 -3.54800 -0.52927
H7 -5.67354 -3.96060 1.17953
H8 -4.41904 -4.45670 0.04683
H9 -4.51104 2.22100 0.49003
N1 2.37556 -3.22860 0.55873
C10 1.86986 -3.04780 1.82133
C11 2.66946 -3.49460 2.89293
C12 2.22916 -3.34360 4.18693
C13 0.99176 -2.73940 4.40653
C14 0.27496 -2.32630 3.30573
N2 0.68526 -2.47910 2.04343
C15 1.87326 -3.13350 -0.71267
C16 2.73156 -3.53360 -1.75567
C17 2.28586 -3.49370 -3.05417
C18 0.98496 -3.06170 -3.30847
C19 0.21506 -2.68080 -2.23307
N3 0.63396 -2.71190 -0.96417
H10 3.33316 -3.56520 0.56903
H11 3.62096 -3.96220 2.69493
H12 2.83086 -3.68420 5.01833
H13 0.60686 -2.61250 5.40493
H14 -0.69384 -1.83950 3.42703
H15 3.72846 -3.87990 -1.53157
H16 2.93366 -3.79030 -3.86487
H17 0.59626 -3.03330 -4.31367
H18 -0.80584 -2.32410 -2.38557
C20 1.78726 1.25630 -4.29007
C21 2.94756 1.47470 -3.37097
C22 4.22306 1.14650 -3.82177
C23 5.34596 1.30760 -3.00697
C24 5.19526 1.81860 -1.74717
C25 3.91286 2.18400 -1.26337
N4 3.90606 2.77270 -0.04227
C26 2.90376 2.96580 0.88653
C27 2.83546 4.21270 1.52613
C28 1.85346 4.47210 2.45713
C29 0.95776 3.47480 2.81993
C30 1.04466 2.22350 2.22903
C31 2.00036 1.96010 1.26673
C32 2.09456 0.56730 0.64383
O4 3.17466 0.06430 0.42453
O5 0.94306 0.10390 0.37193
C33 2.76636 2.02460 -2.09647
C34 1.41656 2.52380 -1.70637
H19 2.12126 0.75790 -5.19527
H20 1.32926 2.20060 -4.58167
H21 1.02826 0.64330 -3.80607
H22 4.34406 0.77380 -4.82917
H23 6.31946 1.02350 -3.37417
H24 6.05156 1.91980 -1.09607
H25 4.82086 3.10300 0.25773
H26 3.51616 4.99330 1.22073
H27 1.78776 5.45300 2.90643
H28 0.21086 3.67240 3.57133
H29 0.38116 1.42620 2.53803
H30 1.46846 3.35820 -1.01277
H31 0.83296 1.73480 -1.22937
H32 0.86556 2.84580 -2.58407

Calculated values
HOMO level (alpha / beta) in eV: -12.94 / -12.94
2S+1: 1
Frontier orbital gap (alpha / beta) in eV: 5.5 / 5.3
Total charge: +2

***

# 3
DFT (ωB97M-V/def2-TZVPD) results for C34H32N4O5Sn as an isolated structure.

Atoms and positions in Å:
Sn1 -0.46363 2.02693 0.32612
C1 3.55099 3.05511 6.45221
O1 4.19162 1.95926 5.79175
C2 3.62162 1.47268 4.69308
C3 4.33554 0.39074 4.09612
C4 3.86263 -0.23128 2.94539
C5 2.70420 0.18026 2.32609
C6 2.26780 -0.48082 1.06133
C7 2.78327 -1.86475 0.76801
O2 1.52583 0.06933 0.27024
C8 1.93928 1.28189 2.93893
O3 0.84908 1.67342 2.47890
C9 2.45674 1.90431 4.13014
H1 4.19672 3.31782 7.28189
H2 2.57134 2.75355 6.82505
H3 3.45464 3.90444 5.77437
H4 5.25369 0.06794 4.56885
H5 4.44313 -1.04532 2.53345
H6 3.83600 -1.81923 0.47869
H7 2.21169 -2.27498 -0.06058
H8 2.70431 -2.51615 1.63877
H9 1.85889 2.69843 4.55211
N1 -2.98432 4.73963 1.09737
C10 -1.73441 5.16466 1.53555
C11 -1.67485 6.30767 2.34304
C12 -0.44486 6.75638 2.75833
C13 0.70506 6.06739 2.36826
C14 0.54467 4.94420 1.59789
N2 -0.65055 4.48661 1.18659
C15 -3.34334 3.98191 -0.01148
C16 -4.62012 4.20475 -0.54109
C17 -5.01639 3.50921 -1.65657
C18 -4.13513 2.60064 -2.24032
C19 -2.91438 2.41763 -1.64666
N3 -2.51076 3.08120 -0.54009
H10 -3.73729 5.31919 1.43165
H11 -2.58198 6.83176 2.61442
H12 -0.37311 7.64299 3.37431
H13 1.69060 6.39955 2.65936
H14 1.40316 4.35916 1.28437
H15 -5.27155 4.93715 -0.08212
H16 -5.99786 3.67931 -2.07886
H17 -4.39716 2.03838 -3.12408
H18 -2.22452 1.68495 -2.04443
C20 2.07763 -5.08458 -5.18704
C21 0.66934 -4.59095 -4.97962
C22 -0.21040 -4.63602 -6.07230
C23 -1.51227 -4.12828 -6.01033
C24 -1.95532 -3.59998 -4.83879
C25 -1.11705 -3.60917 -3.68105
N4 -1.69005 -3.09351 -2.58334
C26 -1.39430 -3.28036 -1.20630
C27 -1.29092 -4.58164 -0.72923
C28 -1.05388 -4.80062 0.61669
C29 -0.93792 -3.72018 1.48175
C30 -1.07530 -2.42780 1.00002
C31 -1.31580 -2.18349 -0.34722
C32 -1.50844 -0.77973 -0.85526
O4 -1.78593 -0.58751 -2.03215
O5 -1.39118 0.14717 0.04089
C33 0.24013 -4.08055 -3.76041
C34 1.21831 -3.89177 -2.63379
H19 2.23184 -5.36984 -6.22489
H20 2.28656 -5.95815 -4.56729
H21 2.81380 -4.31903 -4.94288
H22 0.14768 -5.05115 -7.00581
H23 -2.15232 -4.15938 -6.88053
H24 -2.96094 -3.20849 -4.74581
H25 -2.49894 -2.50476 -2.75327
H26 -1.40381 -5.41181 -1.41559
H27 -0.97509 -5.81271 0.98972
H28 -0.76643 -3.88881 2.53673
H29 -1.01750 -1.57973 1.66826
H30 0.88768 -4.32505 -1.69566
H31 1.37877 -2.82207 -2.46286
H32 2.17578 -4.33797 -2.87901

Calculated values
HOMO level (alpha / beta) in eV: -13.00 / -13.00
2S+1: 1
Frontier orbital gap (alpha / beta) in eV: 5.7 / 5.8
Total charge: +2

***

# 4
DFT (ωB97M-V/def2-TZVPD) results for C34H32N5O5PS5SbSeTi as an isolated structure.

Atoms and positions in Å:
Ti1 0.84206 0.25065 -0.09565
O1 -1.42134 -4.15558 5.60770
N1 -0.62605 -3.27286 5.87412
O2 -0.08315 -3.17953 6.96084
C1 -0.25425 -2.30833 4.82079
C2 0.59765 -1.33157 5.21482
C3 0.97915 -0.29503 4.32424
C4 1.81823 0.76480 4.70879
C5 2.05790 1.78266 3.82382
C6 1.49558 1.69094 2.54795
N2 0.80316 0.64634 2.13219
C7 0.50391 -0.32396 3.01101
C8 -0.36982 -1.38481 2.57738
N3 -0.76874 -1.33343 1.29432
C9 -1.60649 -2.24079 0.84284
C10 -2.07516 -3.27554 1.65852
C11 -1.66408 -3.36319 2.96314
C12 -0.78618 -2.38720 3.47826
H1 0.97881 -1.33338 6.22402
H2 2.26232 0.76009 5.69647
H3 2.67437 2.63282 4.07468
H4 1.61006 2.49887 1.83694
H5 -1.89472 -2.16764 -0.20489
H6 -2.74884 -4.01210 1.24164
H7 -2.00651 -4.16834 3.58856
S1 5.31286 -2.14044 -0.80484
Sb1 3.65567 -1.37260 0.54842
S2 1.52846 -2.06018 -0.30301
S3 3.19284 0.90183 -0.02107
S4 3.78803 -1.69605 2.80379
C13 -3.82588 0.46231 2.30484
P1 -2.58451 1.25103 1.19021
C14 -2.62981 2.96356 1.86617
C15 -3.63584 1.44074 -0.30338
H8 -4.74488 1.05053 2.38762
H9 -3.39754 0.33167 3.30111
H10 -4.07827 -0.52763 1.91951
H11 -3.60776 3.43765 1.73190
H12 -1.85668 3.57107 1.39164
H13 -2.40835 2.92815 2.93547
H14 -4.62413 1.84557 -0.06173
H15 -3.74729 0.47274 -0.79935
H16 -3.14428 2.10592 -1.01318
C16 -3.49765 4.96181 -5.19763
C17 -2.49954 4.66336 -4.11355
C18 -1.18058 4.35251 -4.41998
C19 -0.27365 4.01313 -3.42400
C20 -0.68686 3.98953 -2.10403
C21 -1.99063 4.33323 -1.77419
C22 -2.88841 4.66181 -2.77401
S5 0.44922 3.48536 -0.83419
O3 0.30485 4.42096 0.25871
O4 1.73688 3.38992 -1.46740
O5 -0.08871 2.14202 -0.41163
H17 -3.00131 5.23097 -6.12989
H18 -4.16077 5.78039 -4.91350
H19 -4.12293 4.08833 -5.39602
H20 -0.85597 4.35649 -5.45471
H21 0.74991 3.75362 -3.65905
H22 -2.29348 4.34651 -0.73513
H23 -3.91072 4.91338 -2.51424
N4 0.77538 0.85178 -7.67395
C23 0.77997 0.69013 -6.53579
C24 0.77462 0.50927 -5.10946
C25 1.92313 0.06902 -4.45152
C26 1.88595 -0.05497 -3.07918
N5 0.78973 0.24753 -2.37159
C27 -0.30950 0.64399 -3.00552
C28 -0.37013 0.78553 -4.38237
H24 2.82655 -0.17063 -4.99244
H25 2.74263 -0.39498 -2.51118
H26 -1.17915 0.86464 -2.40002
H27 -1.29185 1.09081 -4.85331
Se1 -2.50655 -1.71371 -2.78863
C29 -3.72372 -3.04449 -3.37491
C30 -4.34169 -2.97041 -4.63079
C31 -5.23791 -3.93629 -5.06097
C32 -5.55452 -5.02257 -4.25329
C33 -4.94560 -5.11993 -3.00754
C34 -4.04928 -4.15276 -2.58062
H28 -4.10276 -2.13110 -5.27271
H29 -5.69410 -3.83957 -6.04081
H30 -6.25549 -5.77770 -4.58846
H31 -5.16830 -5.96193 -2.36044
H32 -3.57501 -4.25028 -1.61120

Calculated values
HOMO level (alpha / beta) in eV: -2.15 / -2.15
2S+1: 2
Frontier orbital gap (alpha / beta) in eV: 4.8 / 4.8
Total charge: -2

***

ΔE to the lowest compared entry with this formula, charge and spin in kcal/mol, matching the order above: 0.98 33.50 16.73 18.23